C3H7N | wB97M-V/def2-TZVPD

Structure (XYZ):
```
11
Properties=species:S:1:pos:R:3:forces:R:3
H 1.274703 0.382160 -1.841557 0.49 -0.73 -0.33
H -0.966708 -0.399039 1.863580 -0.41 -0.49 -0.90
H -0.967497 -1.701018 0.829027 -0.24 0.10 0.69
N -1.381588 -0.779001 0.986947 1.16 0.28 -1.07
H -1.627795 0.886693 -0.398076 2.18 -1.72 0.49
H -0.836520 -0.629824 -1.154429 -0.14 0.79 1.62
C -0.811654 0.006316 -0.192706 -3.38 0.60 -1.42
C 0.564026 0.450851 0.109285 1.25 -0.37 -3.87
H 0.494565 0.808247 1.076517 1.47 0.56 2.18
H 2.665610 0.566617 -0.464865 -1.62 0.07 -0.92
C 1.592857 0.407999 -0.813723 -0.77 0.90 3.54
```
Positions in Å, forces in eV/Å.

The spin multiplicity is 1. The orbital gap comes out at 10.61 eV. The structure (SMILES) is C=CCN.

C6H11NOS | wB97M-V/def2-TZVPD

Structure (XYZ):
```
20
Properties=species:S:1:pos:R:3:forces:R:3
H -1.436678 1.787923 -0.453100 -0.20 -0.92 0.30
H -1.612766 -1.620308 1.429027 0.32 -0.42 0.48
O 4.428993 0.201822 0.135801 0.97 -0.91 1.53
C 3.900220 -0.863830 1.039707 0.13 1.69 0.01
H 4.741071 -1.076797 1.736159 -0.76 -0.25 -0.85
H -2.853344 -0.388436 -0.993348 0.18 0.76 -0.12
N 2.931123 1.261677 -1.446614 0.93 -1.00 0.79
H -2.109055 1.263756 1.143522 0.27 -0.77 -1.60
C -1.938073 -0.420001 -0.390326 -1.58 1.68 2.48
H 3.549291 -1.589938 0.340807 0.14 -1.21 0.15
C -2.459158 -1.335418 0.841649 0.04 -0.78 -2.83
H 3.027656 -0.462990 1.581820 0.45 -0.06 -0.12
C 3.625874 0.680427 -0.709418 -1.77 1.83 -1.56
H -3.303164 -1.009581 1.426788 0.13 1.24 0.19
H -2.951437 -2.162915 0.307723 0.72 -0.60 0.46
H -1.385757 -2.027370 -1.625645 0.88 1.49 -0.46
H -0.513279 0.883292 0.699792 0.34 -0.60 -0.31
C -1.495748 0.904678 0.236222 -0.71 2.24 0.91
C -0.913428 -1.076529 -1.190556 0.92 -3.91 1.30
S 0.701558 -1.144332 -0.877162 -1.39 0.50 -0.72
```
Positions in Å, forces in eV/Å.

The spin multiplicity is 1. The orbital gap (spin up / spin down) comes out at 8.18 / 8.18 eV. The structure (SMILES) is CC(C)C=S.COC#N.

C4H6N2 | wB97M-V/def2-TZVPD

Structure (XYZ):
```
12
Properties=species:S:1:pos:R:3:forces:R:3
H -6.506009 -11.491613 -13.628696 -0.07 0.15 0.12
C -4.490344 -11.938844 -13.847600 0.06 0.66 0.75
N -3.625597 -12.679865 -13.666090 -0.48 0.29 -0.23
H -5.152052 -5.961457 -17.585385 0.28 0.00 0.32
N -5.702480 -8.863071 -16.523118 -0.10 -2.60 2.02
H -5.740306 -10.894100 -15.087320 -0.17 0.52 0.06
H -5.521066 -9.994720 -13.554337 0.41 -0.28 -0.05
C -5.620550 -10.981083 -14.007420 0.27 -1.32 -0.65
H -6.555733 -6.413179 -18.454025 -0.30 -0.40 0.04
H -4.981274 -6.998420 -18.995580 0.09 -0.29 -0.03
C -5.695660 -7.982302 -17.222990 0.09 3.22 -2.57
C -5.595638 -6.803594 -18.116537 -0.09 0.05 0.23
```
Positions in Å, forces in eV/Å.

The spin multiplicity is 2. The total charge is -1. The orbital gap (spin up / spin down) comes out at 2.53 / 11.59 eV. As for the expectation value of S²: 0.750.

Q: Which ΔE to the lowest compared entry with this formula, charge and spin values were calculated for the entries above? A: 34.33 78.94 10.26, in kcal/mol.
Q: Which F_max values were calculated for the entries above? A: 0.0794 0.0820 0.0801, in hartree/bohr.